(1)
{
  "formula": "C6H10N",
  "method": "ωB97M-V with the def2-TZVPD basis set",
  "elements": ["C", "C", "C", "C", "C", "C", "N", "H", "H", "H", "H", "H", "H", "H", "H", "H", "H"],
  "coordinates": [[0.221, -1.007, 1.438], [0.396, -1.844, 2.436], [0.176, -0.417, -2.146], [-0.888, 0.520, -1.637], [0.435, -0.071, 0.390], [0.347, 1.338, 0.862], [-0.346, -0.433, -0.762], [1.187, -2.654, 2.483], [-0.127, -2.033, 3.336], [-0.067, -1.199, -2.861], [1.257, 0.027, -2.261], [-0.544, 1.492, -1.354], [-1.926, 0.193, -1.925], [1.514, -0.447, 0.072], [0.497, 2.070, 0.043], [0.958, 1.397, 1.630], [-0.623, 1.604, 1.197]],
  "mulliken_charge": [-0.007, -0.777, -0.394, -0.316, 1.182, -1.677, -0.288, 0.279, 0.340, 0.277, 0.234, 0.165, 0.265, 0.304, 0.402, 0.548, 0.462],
  "e_tot_ev": -7861.384,
  "de_lowest_kj_mol": 478.94,
  "charge": 1
}

=====

(2)
{
  "formula": "C6H10N",
  "method": "ωB97M-V with the def2-TZVPD basis set",
  "elements": ["C", "C", "C", "C", "C", "C", "N", "H", "H", "H", "H", "H", "H", "H", "H", "H", "H"],
  "coordinates": [[2.389, -0.028, -0.160], [1.461, -0.915, -0.278], [3.211, 0.961, 0.015], [-0.130, -0.364, -0.213], [-0.911, -1.584, 0.027], [-2.297, 1.012, 0.074], [-0.918, 0.885, -0.192], [3.270, 1.482, 0.947], [4.074, 1.224, -0.656], [1.490, -1.926, -0.119], [-0.835, -2.113, -0.817], [-1.992, -1.307, 0.163], [-0.519, -2.038, 0.953], [-2.827, 0.480, -0.719], [-2.591, 0.402, 1.036], [-2.437, 2.102, 0.160], [-0.438, 1.730, -0.218]],
  "mulliken_charge": [0.192, -0.421, -0.656, 0.706, -1.233, -0.917, -0.109, 0.286, 0.258, 0.447, 0.401, 0.388, 0.337, 0.387, 0.329, 0.311, 0.295],
  "smiles": "C=C=C/C(C)=[NH+]/C",
  "e_tot_ev": -7863.268,
  "de_lowest_kj_mol": 297.21,
  "charge": 1
}

=====

(3)
{
  "formula": "C6H10N",
  "method": "ωB97M-V with the def2-TZVPD basis set",
  "elements": ["C", "C", "C", "C", "C", "C", "N", "H", "H", "H", "H", "H", "H", "H", "H", "H", "H"],
  "coordinates": [[1.434, 0.202, -0.561], [2.688, 0.020, -0.207], [-0.790, 1.206, 0.193], [0.170, 0.125, 0.272], [3.883, -0.261, 0.221], [-2.335, -0.706, 0.027], [-1.183, -0.016, -0.471], [1.271, 0.702, -1.613], [-1.449, 1.360, 1.091], [-0.611, 2.001, -0.497], [0.401, -0.586, 1.038], [4.467, -1.049, -0.175], [-1.164, -0.019, -1.452], [4.647, 0.425, 0.453], [-2.380, -1.654, -0.608], [-2.210, -1.157, 1.099], [-3.284, -0.026, -0.050]],
  "mulliken_charge": [-0.348, -0.002, -0.494, 0.348, -0.814, -0.899, 0.012, 0.238, 0.318, 0.293, 0.423, 0.292, 0.308, 0.309, 0.355, 0.321, 0.340],
  "smiles": "C=C=C[C@H]1C[N@@H+]1C",
  "e_tot_ev": -7863.630,
  "de_lowest_kj_mol": 262.27,
  "charge": 1
}

=====

(4)
{
  "formula": "C6H10N",
  "method": "ωB97M-V with the def2-TZVPD basis set",
  "elements": ["C", "C", "C", "C", "C", "C", "N", "H", "H", "H", "H", "H", "H", "H", "H", "H", "H"],
  "coordinates": [[-0.940, -0.786, 0.809], [-1.815, -0.104, -0.177], [-1.317, -1.678, 1.735], [0.375, -0.238, 0.198], [1.395, -1.079, -0.527], [-0.809, 2.084, -0.269], [-0.579, 0.681, -0.652], [-0.648, -2.094, 2.468], [-2.388, -1.738, 1.998], [0.895, 0.313, 0.932], [0.753, -1.591, -1.340], [1.778, -1.832, 0.055], [2.291, -0.443, -0.919], [-1.114, 2.155, 0.880], [0.181, 2.511, -0.424], [-1.655, 2.477, -0.901], [-0.374, 0.564, -1.660]],
  "mulliken_charge": [0.712, -0.409, -0.756, -0.025, -1.271, -0.837, 0.146, 0.317, 0.299, 0.315, 0.345, 0.405, 0.320, 0.300, 0.390, 0.350, 0.401],
  "e_tot_ev": -7862.019,
  "de_lowest_kj_mol": 417.70,
  "charge": 1
}

=====

(5)
{
  "formula": "C6H10N",
  "method": "ωB97M-V with the def2-TZVPD basis set",
  "elements": ["C", "C", "C", "C", "C", "C", "N", "H", "H", "H", "H", "H", "H", "H", "H", "H", "H"],
  "coordinates": [[-1.165, -0.404, -0.568], [-0.472, 0.933, -0.966], [-0.406, -0.622, 1.457], [-1.797, -0.518, 0.763], [0.279, -0.750, 0.023], [0.725, 0.518, -0.630], [2.063, 0.956, -0.824], [-1.430, -0.908, -1.441], [-0.975, 1.641, -1.661], [-0.103, 0.205, 2.084], [-0.227, -1.436, 2.100], [-2.277, 0.371, 1.195], [-2.446, -1.430, 0.866], [0.896, -1.675, -0.076], [2.640, 0.566, 0.050], [2.133, 1.953, -0.729], [2.562, 0.600, -1.641]],
  "mulliken_charge": [-0.028, -0.611, -0.785, -0.587, -0.359, -0.198, -0.167, 0.490, 0.367, 0.296, 0.348, 0.270, 0.290, 0.448, 0.464, 0.377, 0.387],
  "smiles": "[NH3+]C1=C[C@@H]2CC[C@H]12",
  "e_tot_ev": -7864.203,
  "de_lowest_kj_mol": 206.98,
  "charge": 1
}

=====

(6)
{
  "formula": "C6H10N2",
  "method": "ωB97M-V with the def2-TZVPD basis set",
  "elements": ["C", "C", "C", "C", "C", "C", "H", "H", "H", "H", "H", "H", "H", "H", "H", "H", "N", "N"],
  "coordinates": [[-1.071, 1.560, -0.701], [-1.033, 0.608, 0.498], [-1.185, -0.941, 0.475], [-0.553, -1.254, -0.779], [2.164, 0.621, -0.033], [-0.047, -0.134, 1.121], [-0.823, 2.688, -0.459], [-0.744, 1.067, -1.811], [-2.202, 1.725, -0.798], [-1.761, 1.212, 1.212], [-2.213, -1.389, 0.704], [-1.362, -1.732, -1.611], [2.793, 0.335, -1.092], [1.420, 1.529, -0.352], [2.677, 1.088, 0.789], [-0.223, 0.062, 2.166], [0.674, -0.928, -0.784], [1.152, -0.407, 0.464]],
  "mulliken_charge": [-1.399, 0.395, -0.287, -0.070, -0.571, -0.628, 0.344, 0.278, 0.433, 0.333, 0.365, 0.230, 0.276, 0.135, 0.361, 0.359, -0.585, 0.032],
  "smiles": "C[C@H]1[C@H]2C=NN(C)[C@@H]12",
  "e_tot_ev": -9358.150,
  "de_lowest_kj_mol": 606.60,
  "charge": 0
}

=====

Number 1: LUMO energy -6.711 eV, E_HOMO -0.4913 Eh, Kohn-Sham gap 6.7 eV. Number 2: LUMO energy -5.023 eV, E_HOMO -0.5204 Eh, Kohn-Sham gap 9.1 eV. Number 3: LUMO energy -3.006 eV, E_HOMO -0.5084 Eh, Kohn-Sham gap 10.8 eV. Number 4: LUMO energy -6.090 eV, E_HOMO -0.5191 Eh, Kohn-Sham gap 8.0 eV. Number 5: LUMO energy -3.957 eV, E_HOMO -0.5134 Eh, Kohn-Sham gap 10.0 eV. Number 6: LUMO energy 0.904 eV, E_HOMO -0.2951 Eh, Kohn-Sham gap 8.9 eV.